(1)
Formula: C30H5Br4F15GeN2O4RhS
Source: the OMol25 dataset
Level of theory: wB97M-V/def2-TZVPD

charge = -1
LUMO (spin up / spin down) = 0.349 / 0.171 eV
E = -433648.99529 eV
frontier orbital gap (spin up / spin down) = 5.24 / 5.02 eV
E_HOMO (spin up / spin down) = -4.89 / -4.85 eV
largest force on an atom = 0.075 Eh/bohr

```
63
Properties=species:S:1:pos:R:3:lowdin_charge:R:1
Rh -1.6131 -0.4516 0.3968 0.976
O -2.7820 -1.9733 -0.4986 -0.240
N -4.0378 -1.8274 -0.3298 -0.006
N -4.4398 -0.6139 -0.1457 -0.219
O -3.6012 0.3926 -0.1195 -0.145
C -5.8046 -0.3693 0.0269 -0.178
C -6.6928 -1.4010 0.3287 -0.018
C -8.0352 -1.1126 0.4830 -0.087
C -8.5041 0.1850 0.3289 -0.094
C -7.6157 1.2050 0.0278 -0.076
C -6.2694 0.9349 -0.1142 0.000
H -6.3180 -2.4032 0.4564 0.106
H -8.7187 -1.9066 0.7468 0.101
H -9.5556 0.3971 0.4576 0.098
H -7.9652 2.2188 -0.0917 0.104
H -5.5614 1.7150 -0.3426 0.117
Br -1.5782 6.1071 -1.6001 0.692
C -1.5209 4.5694 -0.5189 -0.779
C -1.9341 4.6305 0.8144 -0.772
Br -2.5348 6.2626 1.5272 0.694
C -1.9182 3.4896 1.5954 -0.656
Br -2.4244 3.5215 3.4038 0.761
C -1.5211 2.2379 1.0870 -0.457
O -1.5057 1.1832 1.7946 -0.174
C -1.0828 2.1805 -0.3025 -0.448
O -0.6726 1.0714 -0.7939 -0.154
C -1.0857 3.3674 -1.0489 -0.638
Br -0.5208 3.2459 -2.8458 0.823
F 4.0259 0.9283 1.6517 0.105
C 4.0188 -0.2788 2.2292 -0.206
C 3.3077 -1.3090 1.6447 -0.133
C 3.4028 -2.5522 2.2451 -0.242
F 2.7631 -3.5757 1.6566 0.067
C 4.1486 -2.7828 3.3904 -0.135
F 4.2324 -4.0048 3.9267 0.114
C 4.8283 -1.7197 3.9767 -0.128
F 5.5461 -1.9087 5.0883 0.120
C 4.7696 -0.4639 3.3856 -0.134
F 5.4494 0.5534 3.9239 0.116
Ge 2.0246 -1.2087 0.0894 0.761
S 0.1443 -1.8478 0.9558 0.312
C 2.3124 0.5769 -0.7595 -0.116
C 2.8070 0.7962 -2.0289 -0.202
F 3.1234 -0.2540 -2.8024 0.096
C 3.0144 2.0804 -2.5196 -0.153
F 3.5233 2.2673 -3.7408 0.112
C 2.7062 3.1775 -1.7218 -0.168
F 2.9492 4.4138 -2.1559 0.124
C 2.1497 2.9782 -0.4602 -0.149
F 1.8052 4.0283 0.2962 0.127
C 1.9596 1.6826 -0.0092 -0.269
F 1.4433 1.4589 1.2051 0.101
C 2.8453 -2.5348 -1.1810 -0.131
C 4.2210 -2.6184 -1.2842 -0.227
F 4.9691 -1.7688 -0.5576 0.094
C 4.8527 -3.5291 -2.1186 -0.135
F 6.1876 -3.5869 -2.1946 0.113
C 4.0830 -4.3945 -2.8879 -0.127
F 4.6691 -5.2870 -3.6926 0.120
C 2.6964 -4.3224 -2.8179 -0.132
F 1.9600 -5.1487 -3.5673 0.116
C 2.1013 -3.3927 -1.9707 -0.227
F 0.7741 -3.3116 -1.9182 0.086
```


(2)
Formula: C30H60ClF3N6O9S
Source: the OMol25 dataset
Level of theory: wB97M-V/def2-TZVPD

LUMO = 0.295 eV
E = -90963.02114 eV
frontier orbital gap = 8.72 eV
E_HOMO = -8.43 eV
SMILES string = NCCCC[C@@]1(CCC(F)(F)F)C(=O)OC[C@H]1CCCCS(=O)(=O)Cl.CN(C)C=O.CN(C)C=O.CN(C)C=O.CN(C)C=O.CN(C)C=O
largest force on an atom = 0.015 Eh/bohr

```
110
Properties=species:S:1:pos:R:3:lowdin_charge:R:1
N 1.2725 -0.1894 3.4871 0.036
C 1.1247 -1.6161 3.7781 -0.257
C 1.8921 -2.5230 2.8147 -0.178
C 1.1739 -2.9160 1.5194 -0.167
C 0.4942 -1.7938 0.7159 -0.091
C 1.3520 -0.7656 -0.0814 -0.287
C 0.8866 0.6834 0.0725 -0.088
C -0.6231 0.9059 -0.1002 -0.052
C -1.2630 1.5992 1.0730 -0.600
F -2.4848 2.0780 0.7803 0.136
F -0.5308 2.6265 1.5486 0.138
F -1.4084 0.7328 2.1176 0.090
C 2.8249 -0.8550 0.3014 -0.449
O 3.4294 -0.2120 1.1041 0.117
O 3.4509 -1.7929 -0.4455 0.059
C 2.5547 -2.2387 -1.4862 -0.090
C 1.5443 -1.1095 -1.5800 -0.240
C 0.3436 -1.3018 -2.4815 -0.130
C 0.7416 -1.4754 -3.9567 -0.172
C 0.0090 -0.4965 -4.8734 -0.224
C 0.5260 0.9420 -4.7203 -0.271
S 1.7946 1.3217 -5.9081 0.356
O 3.0797 1.0767 -5.3384 -0.332
O 1.4551 0.8422 -7.2073 -0.336
Cl 1.5854 3.3695 -5.9966 0.389
H 2.0284 -0.0055 2.8410 0.027
H 0.4274 0.2469 3.1559 0.031
H 0.0568 -1.8652 3.7729 0.097
H 1.4862 -1.8192 4.7894 0.100
H 2.8499 -2.0491 2.5844 0.093
H 2.1504 -3.4440 3.3436 0.117
H 0.3935 -3.6377 1.7776 0.116
H 1.8812 -3.4580 0.8881 0.099
H -0.1808 -2.2790 0.0043 0.112
H -0.1495 -1.2357 1.3970 0.097
H 1.4129 1.2438 -0.6987 0.092
H 1.2230 1.0570 1.0385 0.114
H -0.8447 1.5146 -0.9779 0.134
H -1.1631 -0.0355 -0.2145 0.126
H 3.1316 -2.4259 -2.3893 0.135
H 2.0893 -3.1802 -1.1790 0.129
H 2.1104 -0.2456 -1.9615 0.149
H -0.2794 -2.1296 -2.1340 0.120
H -0.2612 -0.3926 -2.4158 0.106
H 0.5761 -2.4950 -4.3073 0.118
H 1.8181 -1.2949 -4.0490 0.109
H 0.0846 -0.8181 -5.9114 0.099
H -1.0607 -0.4645 -4.6653 0.104
H -0.2608 1.6788 -4.8570 0.093
H 1.0092 1.1305 -3.7574 0.077
C -3.5690 -1.0454 4.0862 -0.055
N -2.7083 -1.8622 4.9151 -0.191
C -2.0261 -1.2628 6.0504 -0.030
C -2.5079 -3.1712 4.6615 -0.373
O -1.7904 -3.9007 5.3154 0.014
H -3.0084 -0.2247 3.6372 0.070
H -4.3955 -0.6280 4.6666 0.083
H -3.9785 -1.6632 3.2875 0.080
H -0.9448 -1.3536 5.9430 0.081
H -2.3146 -1.7581 6.9775 0.095
H -2.2961 -0.2108 6.1042 0.090
H -3.0696 -3.5273 3.7787 0.129
C 5.3475 4.2945 -2.5629 -0.049
N 4.2168 3.6042 -1.9796 -0.182
C 4.1498 3.4225 -0.5365 -0.025
C 3.2233 3.1036 -2.7269 -0.332
O 2.2614 2.5127 -2.2559 -0.014
H 6.2803 3.7779 -2.3305 0.092
H 5.4136 5.3184 -2.1903 0.091
H 5.2301 4.3249 -3.6447 0.087
H 4.1195 2.3627 -0.2794 0.086
H 3.2520 3.8909 -0.1322 0.096
H 5.0291 3.8783 -0.0875 0.087
H 3.3550 3.2594 -3.8085 0.092
C 5.4685 1.6971 3.6968 -0.059
N 5.1761 1.0213 4.9407 -0.194
C 5.7946 1.4733 6.1727 -0.047
C 4.3272 -0.0274 4.9951 -0.347
O 4.0463 -0.6300 6.0117 0.016
H 6.5340 1.6448 3.4601 0.088
H 5.1756 2.7491 3.7421 0.087
H 4.9127 1.2190 2.8906 0.069
H 6.3864 0.6763 6.6244 0.090
H 5.0379 1.7755 6.8975 0.091
H 6.4403 2.3204 5.9509 0.082
H 3.9102 -0.2890 4.0097 0.109
C -3.5683 0.7784 -9.9577 -0.059
N -2.6363 0.5252 -8.8801 -0.191
C -1.2076 0.5060 -9.1584 -0.033
C -3.0423 0.3058 -7.6185 -0.335
O -2.2838 0.0898 -6.6907 0.009
H -3.4794 0.0194 -10.7374 0.090
H -3.3902 1.7577 -10.4060 0.090
H -4.5846 0.7562 -9.5684 0.082
H -0.7769 -0.4616 -8.9005 0.095
H -0.6841 1.2614 -8.5724 0.078
H -1.0568 0.6979 -10.2180 0.088
H -4.1374 0.3418 -7.4945 0.134
C -7.9297 -1.9164 3.0809 -0.065
N -8.0252 -1.2026 4.3342 -0.200
C -8.9565 -0.0952 4.4609 -0.043
C -7.2731 -1.5295 5.4064 -0.368
O -7.3171 -0.9542 6.4744 0.017
H -7.6244 -1.2508 2.2702 0.088
H -8.8851 -2.3721 2.8121 0.088
H -7.1875 -2.7076 3.1758 0.080
H -8.4299 0.8258 4.7123 0.092
H -9.6820 -0.2891 5.2511 0.093
H -9.4783 0.0339 3.5153 0.084
H -6.5963 -2.3812 5.2169 0.130
```


(3)
Formula: C30H60O10
Source: the OMol25 dataset
Level of theory: wB97M-V/def2-TZVPD

LUMO = 0.221 eV
E = -52556.87220 eV
frontier orbital gap = 9.46 eV
E_HOMO = -9.24 eV
relative energy (zero: lowest compared OMol25 entry of this formula, charge and spin) = 31.32 kcal/mol
SMILES string = CC(C)=O.CC(C)=O.CC(C)=O.CC(C)=O.CC(C)=O.CC(C)=O.CC(C)=O.CC(C)=O.CC(C)=O.CC(C)=O
largest force on an atom = 0.047 Eh/bohr

```
100
Properties=species:S:1:pos:R:3:lowdin_charge:R:1
C 16.0775 -5.1114 4.6378 -0.031
C 15.1356 -6.2526 4.3520 -0.485
C 15.7312 -7.6346 4.2579 -0.016
O 13.9626 -6.0353 4.1235 0.049
H 16.5056 -4.8507 3.6611 0.080
H 16.9391 -5.3774 5.2473 0.070
H 15.6059 -4.2139 5.0298 0.080
H 15.7032 -8.0932 5.2444 0.092
H 16.7448 -7.5338 3.8613 0.083
H 15.2084 -8.2517 3.5295 0.084
C 12.5058 -1.0083 -0.5847 -0.025
C 13.2101 -2.1579 -1.2464 -0.507
C 12.3014 -3.2147 -1.8477 -0.017
O 14.4129 -2.2519 -1.3588 0.044
H 11.9172 -0.4972 -1.3522 0.091
H 13.1996 -0.2568 -0.2049 0.087
H 11.8548 -1.3060 0.2353 0.083
H 11.5605 -3.4654 -1.0800 0.084
H 12.8298 -4.1390 -2.0648 0.082
H 11.7929 -2.8386 -2.7344 0.087
C 17.6590 -3.8615 -6.7536 -0.025
C 17.6959 -3.9532 -5.2428 -0.493
C 16.9139 -2.8826 -4.4864 -0.015
O 18.3344 -4.8028 -4.6866 0.076
H 17.5602 -2.8343 -7.1045 0.079
H 16.8058 -4.3882 -7.1894 0.088
H 18.5653 -4.3286 -7.1356 0.083
H 16.5992 -3.4379 -3.5946 0.084
H 16.0149 -2.6683 -5.0606 0.073
H 17.4403 -2.0027 -4.1351 0.070
C 22.2278 -4.5273 -0.3224 -0.025
C 21.4572 -5.4236 -1.2908 -0.494
C 20.0523 -5.0206 -1.6363 -0.016
O 21.9752 -6.4335 -1.6862 0.078
H 21.5496 -4.1354 0.4403 0.054
H 22.6698 -3.6625 -0.8195 0.085
H 23.0057 -5.1159 0.1584 0.081
H 19.7119 -5.7514 -2.3684 0.079
H 20.0250 -4.0065 -2.0339 0.087
H 19.4016 -5.0583 -0.7614 0.076
C 14.7541 -0.0207 -4.1317 -0.027
C 15.7264 1.0325 -3.6649 -0.487
C 16.7344 0.5493 -2.6441 -0.022
O 15.7079 2.1631 -4.0733 0.084
H 14.8663 -1.0271 -3.7236 0.042
H 14.7582 -0.1361 -5.2156 0.088
H 13.7451 0.2317 -3.7892 0.087
H 16.2602 -0.1400 -1.9419 0.052
H 17.2529 1.2842 -2.0295 0.090
H 17.5106 -0.0177 -3.1669 0.077
C 18.4935 -2.1912 6.2649 -0.015
C 19.4492 -3.0468 5.4683 -0.487
C 20.8939 -2.6128 5.4860 -0.019
O 19.0973 -4.0937 4.9773 0.056
H 18.3925 -1.1599 5.9131 0.090
H 18.8318 -2.0684 7.2966 0.089
H 17.4886 -2.6104 6.2709 0.072
H 20.9644 -1.6255 5.0241 0.086
H 21.5046 -3.3079 4.9123 0.070
H 21.3122 -2.6149 6.4923 0.092
C 22.0646 0.4805 -1.1528 -0.018
C 21.9665 1.9560 -0.9143 -0.500
C 22.3179 2.4353 0.4733 -0.026
O 21.5795 2.7547 -1.7349 0.064
H 21.1257 -0.0606 -1.0321 0.069
H 22.7638 0.0293 -0.4422 0.068
H 22.4917 0.2437 -2.1295 0.086
H 22.0086 3.4768 0.5723 0.083
H 23.4060 2.5792 0.5535 0.093
H 22.0115 1.7544 1.2633 0.058
C 24.7408 -0.9247 2.9566 -0.025
C 23.2706 -0.7142 2.7753 -0.502
C 22.4731 -1.9101 2.3688 -0.027
O 22.7678 0.3558 3.0587 0.056
H 24.9616 -1.5523 3.8242 0.089
H 25.2537 0.0163 3.1545 0.084
H 25.2135 -1.3867 2.0863 0.086
H 22.6741 -2.7015 3.0977 0.079
H 22.8384 -2.3474 1.4393 0.074
H 21.4119 -1.6787 2.4012 0.072
C 14.0103 -2.5966 2.3783 -0.013
C 13.2900 -2.0598 3.5951 -0.493
C 12.3733 -3.0145 4.3431 -0.015
O 13.5106 -0.9468 4.0142 0.062
H 14.4583 -1.7464 1.8690 0.072
H 13.2931 -3.0903 1.7165 0.082
H 14.7391 -3.3568 2.6531 0.069
H 11.4342 -3.0754 3.7856 0.088
H 12.2060 -2.7221 5.3736 0.082
H 12.8124 -4.0146 4.2998 0.050
C 18.6569 -3.2763 1.7435 -0.026
C 18.7528 -2.3413 0.5585 -0.491
C 17.4152 -2.1062 -0.1141 -0.011
O 19.7995 -1.8547 0.2087 0.063
H 17.9363 -2.8169 2.4266 0.082
H 19.6027 -3.3547 2.2841 0.063
H 18.3582 -4.3035 1.5345 0.087
H 17.1676 -2.9592 -0.7446 0.090
H 17.6193 -1.3235 -0.8527 0.059
H 16.6723 -1.6992 0.5623 0.078
```